(1)
Molecular formula: C14H22ClHfN
Method: DFT, wB97M-V/def2-TZVPD

```
39
Properties=species:S:1:pos:R:3:mulliken_charge:R:1
C -1.586 -2.023 -2.627 0.745
C -1.944 -3.176 -1.783 -1.101
C -2.639 -1.055 -2.974 -1.091
C -0.415 -2.132 -3.513 -1.097
Cl -0.506 -0.556 -0.765 -0.381
H -3.260 -1.470 -3.778 0.454
H -2.208 -0.118 -3.348 0.330
H -3.299 -0.863 -2.120 0.328
H -2.471 -3.923 -2.391 0.447
H -2.623 -2.880 -0.974 0.311
H -1.048 -3.661 -1.376 0.329
H -0.688 -2.705 -4.408 0.451
H 0.405 -2.670 -3.021 0.319
H -0.081 -1.144 -3.850 0.318
C 0.382 1.295 3.273 -0.528
C -0.511 2.170 2.538 -0.416
C -1.559 1.374 1.976 -0.560
H -0.493 3.262 2.551 0.649
C -1.372 0.030 2.417 -0.517
C -0.165 -0.031 3.201 -0.605
H 0.151 -0.889 3.789 0.632
H 1.233 1.596 3.879 0.554
H -2.406 1.748 1.390 0.481
H -2.034 -0.815 2.224 0.479
C 2.895 1.632 0.746 -0.677
C 2.012 2.600 1.342 -0.449
C 1.007 2.949 0.357 -0.401
H 2.188 3.097 2.299 0.590
C 1.305 2.225 -0.840 -0.619
C 2.471 1.424 -0.600 -0.420
H 2.973 0.797 -1.340 0.483
H 3.844 1.302 1.177 0.606
H 0.263 3.739 0.437 0.565
H 0.774 2.324 -1.791 0.499
Hf 0.553 0.735 0.954 1.182
N 2.013 -0.869 1.616 -0.801
H 1.601 -1.740 1.970 0.282
H 2.501 -0.440 2.412 0.350
H 2.738 -1.140 0.951 0.281
```

Calculated values
Total charge: +2
E_HOMO: -15.159 eV
Kohn-Sham gap: 7.343 eV

***

(2)
Molecular formula: C14H22HgN2STe
Method: DFT, wB97M-V/def2-TZVPD

```
41
Properties=species:S:1:pos:R:3:mulliken_spin:R:1
Hg -0.919 -0.536 -1.939 0.033
N 2.004 -2.318 0.497 0.001
C 2.610 -1.279 -0.160 0.003
N 1.970 -0.331 -0.728 -0.003
C 2.826 0.616 -1.254 -0.012
C 2.432 1.753 -1.952 0.030
C 3.406 2.591 -2.466 0.012
C 4.764 2.321 -2.286 -0.001
C 5.171 1.196 -1.586 0.000
C 4.194 0.355 -1.075 -0.002
S 4.376 -1.134 -0.182 0.000
H 1.013 -2.370 0.284 -0.001
H 2.471 -3.208 0.424 0.000
H 1.373 1.943 -2.077 -0.022
H 3.109 3.470 -3.024 0.000
H 5.509 2.992 -2.695 0.000
H 6.223 0.986 -1.440 0.000
C -3.677 -4.842 0.061 0.005
Te -2.333 -3.318 -0.704 0.008
C -3.760 -1.801 -0.249 -0.085
H -4.548 -4.918 -0.588 0.000
H -3.997 -4.572 1.067 0.000
H -3.171 -5.807 0.093 0.000
H -4.185 -2.007 0.732 -0.001
H -4.544 -1.798 -1.004 -0.004
H -3.247 -0.833 -0.243 0.033
C -1.458 0.069 1.938 0.063
C -1.365 1.432 1.244 -0.016
C 0.099 1.903 1.276 -0.016
C -2.222 2.442 2.025 0.073
C -1.825 1.326 -0.205 0.934
H -1.058 0.107 2.960 -0.001
H -0.897 -0.679 1.371 0.001
H -2.500 -0.257 1.988 -0.013
H 0.479 1.969 2.306 0.009
H 0.192 2.888 0.811 -0.014
H 0.724 1.204 0.719 0.002
H -1.960 2.460 3.092 0.018
H -3.278 2.176 1.934 -0.021
H -2.088 3.448 1.619 -0.009
H -1.915 2.364 -0.584 -0.006
```

Calculated values
Total charge: -1
Multiplicity: 2
⟨S²⟩: 0.76
E_HOMO (spin up / spin down): -2.085 / -2.178 eV
Kohn-Sham gap (spin up / spin down): 4.475 / 4.566 eV

***

(3)
Molecular formula: C14H22I2N4O3PS2TeV
Method: DFT, wB97M-V/def2-TZVPD

```
50
Properties=species:S:1:pos:R:3:mulliken_spin:R:1
V -0.681 -0.134 -0.291 2.088
C 3.016 5.507 -1.585 0.000
C 2.656 4.233 -0.907 0.000
C 3.207 3.780 0.265 -0.002
C 2.815 2.535 0.763 0.002
N 1.928 1.766 0.112 0.011
C 1.382 2.229 -0.989 0.002
S 0.243 1.292 -1.904 -0.058
N 1.738 3.433 -1.499 -0.002
C 3.344 2.025 2.057 -0.001
H 3.327 6.250 -0.854 0.000
H 2.179 5.908 -2.155 0.000
H 3.850 5.327 -2.268 0.000
H 3.934 4.382 0.789 0.000
H 1.269 3.754 -2.337 0.000
H 2.815 2.520 2.876 0.000
H 4.402 2.257 2.168 0.000
H 3.188 0.952 2.138 0.001
I -0.626 4.243 1.173 -0.003
I -0.194 6.724 0.235 0.006
S 0.696 -2.069 0.169 -0.042
C 0.042 -2.539 -1.320 0.014
N 0.308 -3.702 -1.959 -0.005
C -0.278 -4.029 -3.135 0.007
C -1.169 -3.168 -3.704 0.000
C -1.420 -1.970 -3.025 0.020
N -0.822 -1.672 -1.885 -0.027
H 0.959 -4.346 -1.523 -0.001
H 0.003 -4.980 -3.565 0.001
H -1.656 -3.403 -4.637 0.000
H -2.116 -1.237 -3.414 0.000
C -2.865 -2.199 3.478 0.000
C -3.578 -1.918 2.179 0.002
O -3.866 -0.494 2.031 0.000
P -2.973 0.541 1.272 -0.001
O -2.600 -0.055 -0.122 0.005
Te -0.840 1.042 2.184 -0.020
O -3.850 1.809 1.183 -0.001
C -5.131 1.885 0.459 0.001
C -4.899 2.406 -0.935 0.000
H -2.808 -3.278 3.627 0.000
H -3.417 -1.772 4.314 0.000
H -1.853 -1.797 3.484 0.000
H -4.557 -2.389 2.152 0.000
H -3.012 -2.246 1.306 0.004
H -5.732 2.564 1.057 0.000
H -5.595 0.899 0.473 0.000
H -4.412 3.379 -0.904 0.000
H -5.860 2.521 -1.436 0.000
H -4.288 1.717 -1.518 0.000
```

Calculated values
Energy above the lowest of the compared OMol25 structures with the same formula, charge and spin: 0.0 kJ/mol
Total charge: +2
Multiplicity: 3
⟨S²⟩: 2.03
E_HOMO (spin up / spin down): -13.423 / -13.475 eV
Kohn-Sham gap (spin up / spin down): 6.590 / 6.552 eV

***

In order of appearance, strongest force on any atom = 2.3 0.4 0.4 eV/Å.